ORCA calculation (ωB97M-V/def2-TZVPD) on a molecular structure, C39H49GeN6O2S2TeW at a distorted geometry.

```
101
Properties=species:S:1:pos:R:3:mulliken_spin:R:1
W 1.32171 -0.38368 -0.72189 0.3962
C 3.02229 -2.96487 -0.36463 0.2239
C 3.02682 -1.75807 0.40149 0.0140
C 1.78572 -1.68172 1.09517 0.0552
C 0.99958 -2.78931 0.63761 0.2189
C 1.77869 -3.56843 -0.23603 -0.0964
H 3.82292 -3.29861 -1.00599 0.0186
H 3.89193 -1.15575 0.63211 -0.0050
H 1.61535 -1.13746 2.00644 0.0030
H 0.00514 -3.02701 0.98735 0.0162
H 1.44048 -4.43743 -0.78065 -0.0031
N -0.62311 0.44343 -2.37438 0.0799
C -0.75702 -0.29848 -3.61780 0.0011
C -2.06906 -0.10788 -4.40208 0.0074
C -3.39062 -0.42645 -3.68986 -0.0129
C -3.89288 -1.86929 -3.83003 0.0002
N -3.17864 -2.82871 -2.98615 -0.0010
C -3.21883 -2.74542 -1.66014 0.0007
N -4.31285 -2.26011 -1.04235 0.0018
N -2.21219 -3.22718 -0.93422 -0.0022
C -0.48463 -1.77901 -3.30735 -0.0009
O -0.80406 -2.63364 -4.15618 0.0002
O -0.04629 -2.02608 -2.14400 -0.0108
H -1.38176 0.27777 -1.72288 0.0155
H -0.50638 1.44028 -2.51218 0.0126
H 0.04614 0.02563 -4.28316 0.0011
H -1.99327 -0.71770 -5.30453 -0.0002
H -2.10160 0.93655 -4.72463 -0.0023
H -4.16845 0.22694 -4.09526 0.0002
H -3.32266 -0.17723 -2.62396 0.0199
H -3.76669 -2.21609 -4.85449 0.0001
H -4.96403 -1.92631 -3.61953 -0.0001
H -2.26944 -3.10920 -3.39196 -0.0010
H -5.01082 -1.81454 -1.60968 0.0009
H -4.19319 -1.85325 -0.12405 -0.0002
H -1.26728 -3.08124 -1.34273 0.0124
H -2.25674 -3.03056 0.05639 -0.0003
C -0.26620 -0.11304 0.36886 0.8128
Ge -1.51386 0.40599 1.68640 0.0406
C -1.84397 2.30659 1.29805 -0.0180
C -1.39413 3.37353 2.07257 0.0169
C -1.57573 4.68916 1.66167 0.0028
C -2.21067 4.96373 0.46100 0.0029
C -2.64242 3.91493 -0.34002 0.0078
C -2.45040 2.60581 0.07439 0.0547
C -1.01350 0.10095 3.57363 0.0481
C -1.28760 0.99637 4.60677 0.0184
C -0.90411 0.72509 5.91489 0.0020
C -0.26051 -0.46527 6.21973 0.0011
C -0.01129 -1.38620 5.21145 0.0100
C -0.38047 -1.09929 3.90487 -0.0040
C -3.29284 -0.49489 1.73498 -0.0147
C -3.37090 -1.78988 2.26377 0.0073
C -4.58484 -2.44930 2.40879 0.0057
C -5.76220 -1.82625 2.01130 -0.0016
C -5.71068 -0.54117 1.48962 0.0019
C -4.49015 0.11892 1.36265 -0.0057
H -0.85577 3.18939 2.99485 0.0000
H -1.20244 5.49955 2.27569 -0.0001
H -2.35152 5.98850 0.14048 -0.0002
H -3.10969 4.11753 -1.29647 0.0006
H -2.76315 1.79688 -0.57939 0.0134
H -1.82180 1.91674 4.40211 0.0004
H -1.10720 1.44751 6.69658 -0.0002
H 0.04266 -0.67568 7.23804 -0.0003
H 0.48406 -2.32259 5.43795 0.0002
H -0.14132 -1.81332 3.12509 -0.0061
H -2.46596 -2.27981 2.61087 -0.0064
H -4.61289 -3.44581 2.83197 0.0003
H -6.71181 -2.33524 2.11819 -0.0001
H -6.62561 -0.04196 1.19193 0.0001
H -4.47808 1.13474 0.98402 -0.0015
C 5.00817 2.77448 -1.24195 -0.0039
C 4.71767 1.33314 -0.83631 0.0091
N 3.91129 1.21201 0.36793 0.0070
C 2.47124 1.21792 0.27461 -0.0646
S 1.68049 1.95828 -1.18452 0.0315
N 2.00491 1.84579 1.50055 -0.0002
C 2.44537 1.25625 2.76509 0.0038
C 3.07203 2.29372 3.68915 0.0004
H 5.57723 2.79747 -2.17522 -0.0010
H 5.59788 3.28291 -0.47201 0.0001
H 4.08007 3.32607 -1.38946 0.0024
H 5.66244 0.80413 -0.68065 0.0012
H 4.20125 0.82246 -1.64372 0.0037
H 4.18068 1.92964 1.03185 -0.0005
H 1.00203 1.94020 1.44477 0.0185
H 3.16417 0.46065 2.56348 -0.0016
H 1.60792 0.79019 3.28797 -0.0014
H 3.96076 2.73672 3.23343 0.0004
H 3.35697 1.84690 4.64578 -0.0001
H 2.36552 3.10471 3.88115 -0.0002
Te 2.61237 -1.09629 -3.19309 0.0340
C 4.65073 -0.66141 -3.50123 0.0067
C 5.18041 0.18881 -4.43441 -0.0003
C 6.60379 0.16125 -4.49249 0.0003
C 7.14708 -0.71567 -3.60325 0.0017
S 5.91859 -1.50862 -2.70730 0.0026
H 4.55864 0.82542 -5.04813 -0.0017
H 7.19328 0.77110 -5.16439 0.0000
H 8.18970 -0.93029 -3.42873 0.0000
```

## Properties
E_LUMO (spin up / spin down)   0.0739 / 0.0737 hartree
Orbital gap (spin up / spin down)   4.54 / 5.42 eV
Multiplicity   3
Maximum force   1.56 eV/Å
Charge   -1
E_HOMO (spin up / spin down)   -2.5 / -3.4 eV